A molecular structure, C39H31F5N3O2PS4SeV. Source: the Open Molecules 2025 dataset; level of theory: ωB97M-V/def2-TZVPD.

Geometry as ORCA input:
```
! RIJCOSX wB97M-V def2-TZVPD def2/J DEFGRID3
* xyz 1 3
V 0.12 -0.31 1.07
S 4.27 3.63 1.95
C 5.58 4.66 1.60
C 6.43 4.11 0.69
C 6.03 2.82 0.27
C 4.85 2.42 0.85
C 4.15 1.15 0.69
C 2.77 1.06 0.97
N 2.07 -0.07 0.90
C 2.75 -1.21 0.60
C 4.11 -1.22 0.27
C 4.73 -2.48 -0.01
C 4.05 -3.64 0.09
C 2.67 -3.65 0.48
C 1.92 -4.82 0.64
C 0.62 -4.75 1.10
C 0.12 -3.47 1.43
N 0.77 -2.35 1.21
C 2.03 -2.43 0.74
C -0.25 -5.92 1.20
C -0.03 -7.17 0.69
C -1.12 -8.05 0.89
C -2.16 -7.46 1.55
S -1.82 -5.83 1.93
C 4.80 0.00 0.28
H 5.65 5.62 2.10
H 7.32 4.61 0.33
H 6.57 2.23 -0.45
H 2.22 1.94 1.27
H 5.78 -2.48 -0.27
H 4.54 -4.59 -0.10
H 2.38 -5.78 0.43
H -0.87 -3.38 1.87
H 0.87 -7.46 0.17
H -1.14 -9.08 0.55
H -3.10 -7.89 1.83
H 5.85 0.02 0.04
F 2.94 8.26 0.36
C 2.39 7.08 0.10
C 1.43 6.56 0.94
F 1.06 7.23 2.03
C 0.86 5.32 0.67
F -0.03 4.83 1.54
C 1.22 4.60 -0.45
Se 0.49 2.94 -1.08
C 2.21 5.14 -1.27
F 2.60 4.42 -2.33
C 2.80 6.36 -1.01
F 3.75 6.83 -1.80
N -0.30 1.33 1.01
C -0.70 2.37 0.43
C -1.99 3.05 0.59
C -2.67 3.56 -0.52
C -3.94 4.08 -0.36
C -4.51 4.15 0.90
C -3.82 3.68 2.01
C -2.57 3.11 1.85
H -2.21 3.51 -1.50
H -4.49 4.45 -1.22
H -5.50 4.58 1.02
H -4.27 3.75 2.99
H -2.02 2.73 2.71
C -3.62 -4.31 -1.47
C -2.13 -4.00 -1.55
C -1.67 -3.55 -2.92
O -1.76 -3.03 -0.53
P -2.01 -1.47 -0.43
S -2.16 -1.01 1.51
S -0.40 -0.52 -1.26
O -3.34 -1.33 -1.27
C -4.28 -0.24 -1.51
C -3.69 0.73 -2.51
C -4.72 0.44 -0.22
H -3.82 -5.31 -1.85
H -4.20 -3.59 -2.04
H -3.94 -4.27 -0.43
H -1.56 -4.88 -1.24
H -2.19 -2.64 -3.22
H -1.88 -4.33 -3.65
H -0.60 -3.35 -2.92
H -5.13 -0.77 -1.94
H -2.77 1.16 -2.12
H -4.40 1.53 -2.70
H -3.47 0.23 -3.46
H -3.92 1.08 0.17
H -4.99 -0.29 0.53
H -5.59 1.06 -0.43
*
```

ΔE to the lowest compared entry with this formula, charge and spin (eV): 2.0646
Strongest force on any atom (eV Å⁻¹): 3.94
Electronic energy (Ha): -7598.33718
LUMO level (alpha / beta) (eV): -3.6 / -3.7
HOMO energy (alpha / beta) (eV): -10.41 / -10.56